{
  "formula": "C29H26BaN4O5S",
  "method": "ωB97M-V with the def2-TZVPD basis set",
  "relative_energy_kcal_mol": 1.81,
  "energy_ev": -58225.3891,
  "homo_ev": -7.74,
  "homo_lumo_gap_ev": 7.36,
  "symbols": ["Ba", "C", "C", "C", "C", "C", "C", "C", "C", "C", "H", "H", "H", "H", "H", "H", "H", "H", "H", "H", "H", "H", "O", "C", "C", "C", "C", "C", "C", "C", "O", "N", "N", "C", "C", "C", "C", "C", "C", "N", "H", "H", "H", "H", "H", "H", "H", "H", "H", "H", "O", "S", "O", "N", "C", "O", "C", "C", "C", "C", "C", "C", "H", "H", "H", "H"],
  "positions_angstrom": [[-0.61218, -0.15645, 0.27371], [-1.00425, 3.76605, 1.52462], [-1.97204, 2.71811, 1.04535], [-2.63322, 1.88457, 1.94322], [-3.56308, 0.94118, 1.50502], [-4.31499, 0.10144, 2.50548], [-3.78674, 0.80503, 0.13796], [-3.11583, 1.60124, -0.79232], [-3.34089, 1.42214, -2.26775], [-2.21728, 2.55565, -0.32059], [-0.41634, 3.42098, 2.37460], [-1.54801, 4.66172, 1.83242], [-0.31466, 4.04840, 0.72994], [-2.44435, 1.99041, 3.00650], [-4.84703, 0.73769, 3.21311], [-3.63679, -0.52932, 3.08495], [-5.04632, -0.53839, 2.01359], [-4.49451, 0.06154, -0.21414], [-4.07673, 2.14322, -2.62890], [-3.71311, 0.42169, -2.48644], [-2.41085, 1.56834, -2.81574], [-1.67863, 3.17320, -1.03048], [1.77966, 2.68968, -2.67339], [2.62477, 1.70497, -3.02704], [3.90840, 2.06940, -3.43099], [4.81746, 1.09990, -3.80327], [4.46828, -0.24934, -3.78305], [3.19669, -0.61175, -3.38660], [2.25883, 0.34868, -3.00284], [0.90803, -0.05816, -2.55372], [0.09799, 0.84714, -2.10795], [0.61328, -1.34233, -2.63303], [-0.59623, -1.65003, -2.06296], [-1.23671, -2.67219, -2.44882], [-2.42268, -3.04847, -1.65226], [-3.29465, -4.02839, -2.11401], [-4.38988, -4.37677, -1.34342], [-4.57638, -3.74452, -0.12488], [-3.64940, -2.78725, 0.26012], [-2.59680, -2.43108, -0.47034], [0.94524, 2.23887, -2.39385], [4.16806, 3.11888, -3.43867], [5.81274, 1.39550, -4.11131], [5.18605, -1.00456, -4.07199], [2.89665, -1.64972, -3.36194], [-0.91526, -3.27512, -3.29761], [-3.10663, -4.50491, -3.06646], [-5.08302, -5.13354, -1.68637], [-5.41205, -3.99317, 0.51344], [-3.75212, -2.28460, 1.21616], [1.84592, 2.55714, 2.86752], [2.52385, 2.11134, 1.64912], [4.04779, 1.59722, 2.12045], [1.85339, 0.68681, 1.20816], [2.05032, -0.44102, 1.90430], [1.26988, -1.41515, 1.75322], [3.18779, -0.54158, 2.83978], [3.34496, -1.66521, 3.64548], [4.42305, -1.77070, 4.50326], [5.36013, -0.74015, 4.55251], [5.21654, 0.38362, 3.76107], [4.12711, 0.48232, 2.90791], [2.60359, -2.44811, 3.57087], [4.54268, -2.64384, 5.12922], [6.20963, -0.81282, 5.21927], [5.93084, 1.19454, 3.79074]],
  "atomic_forces_ev_per_a": [[0.11, -0.29, -0.26], [-0.05, -0.02, 0.04], [0.18, 0.08, -0.14], [-0.08, -0.01, 0.05], [-0.01, -0.02, 0.07], [0.03, 0.01, -0.03], [-0.01, -0.01, -0.07], [-0.01, -0.04, 0.02], [0.00, 0.01, 0.03], [-0.02, 0.00, 0.05], [0.01, -0.01, -0.02], [0.00, 0.01, -0.02], [0.02, 0.03, 0.01], [0.02, 0.02, 0.00], [0.00, 0.00, 0.01], [-0.02, 0.00, 0.02], [-0.01, 0.01, 0.01], [0.02, 0.02, 0.00], [0.01, 0.01, -0.02], [-0.01, -0.01, -0.01], [0.00, 0.00, -0.01], [0.00, 0.00, -0.02], [-0.09, 0.08, 0.03], [-0.02, -0.01, 0.02], [0.09, -0.09, -0.04], [-0.02, 0.02, 0.01], [-0.04, -0.01, 0.01], [0.11, 0.03, -0.03], [-0.04, 0.02, -0.02], [-0.34, 0.22, 0.18], [0.08, -0.21, 0.20], [-0.33, -0.45, -0.32], [0.69, 0.74, 0.21], [-0.07, -0.10, 0.19], [0.19, -0.01, -0.15], [-0.07, -0.01, 0.05], [0.03, 0.01, -0.02], [0.01, 0.00, -0.03], [-0.03, -0.02, 0.04], [-0.08, -0.08, 0.00], [0.08, -0.03, 0.00], [-0.02, 0.03, 0.01], [0.00, 0.00, 0.00], [0.01, -0.01, -0.01], [0.00, 0.00, 0.00], [-0.05, -0.02, 0.03], [0.01, 0.01, -0.02], [-0.01, 0.00, 0.01], [0.01, 0.03, 0.04], [-0.03, -0.03, -0.02], [0.07, 0.00, -0.02], [-0.07, -0.23, -0.04], [-0.08, -0.05, 0.05], [-0.12, 0.24, -0.08], [-0.14, -0.08, 0.10], [-0.07, 0.16, -0.12], [-0.07, 0.09, -0.08], [0.09, -0.06, 0.10], [-0.02, 0.06, -0.05], [-0.02, -0.02, -0.01], [0.07, -0.01, 0.06], [0.11, 0.04, 0.02], [-0.02, -0.01, -0.01], [-0.01, -0.02, 0.00], [0.00, -0.01, 0.01], [0.01, 0.01, 0.00]]
}